Molecular formula: C12H31BIO8S4
Method: DFT, ωB97M-V/def2-TZVPD

Structure (XYZ):
```
57
Properties=species:S:1:pos:R:3:nbo_charge:R:1
O 2.072 -0.721 3.939 -0.61
C 1.900 -0.495 2.797 0.81
O 2.769 -0.984 1.878 -0.71
C 0.715 0.307 2.286 -0.54
C -0.579 -0.476 2.606 0.07
O -1.715 0.274 2.906 -0.72
B -2.818 -0.760 2.845 0.41
O -2.228 -1.947 2.096 -0.75
C -1.186 -1.323 1.411 0.01
I 0.163 -2.659 0.360 -0.05
H 3.136 -1.806 2.232 0.48
H 0.831 0.363 1.203 0.23
H 0.747 1.301 2.725 0.26
H -0.437 -1.170 3.450 0.17
H -3.739 -0.335 2.149 -0.17
H -3.130 -1.145 3.921 -0.09
H -1.743 -0.659 0.729 0.19
C 1.188 2.038 -1.692 -0.85
S 0.979 3.359 -0.496 1.24
O 0.426 2.751 0.741 -0.98
C -0.387 4.166 -1.350 -0.83
H 1.976 1.377 -1.336 0.25
H 0.257 1.476 -1.785 0.23
H 1.476 2.464 -2.658 0.26
H -1.212 3.463 -1.469 0.23
H -0.046 4.519 -2.325 0.22
H -0.712 5.013 -0.749 0.23
C 3.289 2.327 -6.673 -0.83
S 3.085 3.656 -5.477 1.26
O 2.549 3.046 -4.232 -0.99
C 1.706 4.452 -6.316 -0.83
H 4.086 1.674 -6.322 0.24
H 2.362 1.760 -6.756 0.23
H 3.564 2.749 -7.640 0.22
H 0.882 3.746 -6.423 0.23
H 2.032 4.806 -7.294 0.22
H 1.385 5.298 -5.712 0.24
C 4.142 -5.657 -2.531 -0.84
S 3.332 -4.829 -1.150 1.27
O 2.791 -3.548 -1.660 -0.96
C 4.846 -4.448 -0.253 -0.83
H 3.376 -5.949 -3.247 0.24
H 4.848 -4.976 -3.008 0.22
H 4.660 -6.547 -2.169 0.22
H 5.505 -3.846 -0.880 0.22
H 5.341 -5.377 0.035 0.22
H 4.577 -3.887 0.639 0.24
C -6.432 0.720 4.201 -0.84
S -5.798 -0.232 5.591 1.25
O -4.861 -1.229 5.037 -0.93
C -7.354 -1.079 5.954 -0.84
H -5.609 1.301 3.788 0.26
H -6.817 0.044 3.437 0.23
H -7.219 1.392 4.548 0.20
H -7.684 -1.634 5.075 0.22
H -8.111 -0.349 6.247 0.21
H -7.179 -1.771 6.776 0.23
```

Properties
calculated total energy	-81442.5060	eV
frontier orbital gap	5.119	eV
net charge	-1
lowest unoccupied orbital energy	1.72	eV
ΔE to the lowest compared entry with this formula, charge and spin	0.341	eV